[1]
Computed, not measured: a cluster of 2 separate species, C4H12N2 in total, with ωB97M-V with the def2-TZVPD basis set.

The geometry in XYZ format:
```
18
Properties=species:S:1:pos:R:3
C -2.5872 0.0025 -0.1747
C -1.7063 0.2869 0.9857
C -0.8696 1.4122 1.1558
H -3.0845 0.8765 -0.6082
H -3.3682 -0.7572 -0.0802
H -2.0166 -0.4077 -1.0310
H -1.7232 -0.5278 1.7702
H -0.2495 1.3316 2.0510
H -0.7116 2.0329 0.3615
N 2.5414 0.3732 -0.7472
C 1.9156 -0.8199 -0.1388
N 0.4842 -1.0494 -0.7298
H 1.9172 0.9886 -1.3143
H 3.2070 0.1824 -1.5427
H 1.8043 -0.5094 0.9607
H 2.5179 -1.6273 -0.5114
H -0.1559 -0.3007 -0.4998
H 0.1692 -1.8379 -0.1851
```

As for the electronic energy: -7311.564 eV. As for the spin multiplicity: 2. The calculation puts the LUMO energy (spin up / spin down) at -3.625 / -8.910 eV. As for the charge: +1. The HOMO energy (spin up / spin down) comes out at -14.71 / -13.57 eV. Its expectation value of S² is 0.7606. The value obtained for the energy relative to the best compared isomer or geometry (same formula, charge and spin) is 2.880 eV. The HOMO-LUMO gap (spin up / spin down) comes out at 11.089 / 4.658 eV.

Here are the Mulliken charges for atoms 1 to 6, given in e:
1. C -0.835
2. C -0.101
3. C -0.634
4. H 0.325
5. H 0.339
6. H 0.271

---

[2]
Computed, not measured: a cluster of 2 separate species, BrH4NSi in total, with ωB97M-V with the def2-TZVPD basis set.

The geometry in XYZ format:
```
7
Properties=species:S:1:pos:R:3
N -0.9304 -0.0571 0.3257
Si -1.0955 -0.6933 -1.1833
H -1.3812 0.6231 0.9779
H -2.2011 -0.8343 -2.3138
H 0.1947 -0.9998 -1.6892
Br 2.9431 1.0562 2.5711
H 2.4703 0.9051 1.3116
```

As for the electronic energy: -79473.000 eV. The calculation puts the LUMO energy at -0.274 eV. As for the charge: 0. The HOMO energy comes out at -9.55 eV. As for the SMILES: N=[SiH2].Br. The value obtained for the energy relative to the best compared isomer or geometry (same formula, charge and spin) is 3.468 eV. The HOMO-LUMO gap comes out at 9.272 eV.

Here are the Mulliken charges for atoms 1 to 6, given in e:
1. N -0.417
2. Si 0.324
3. H 0.226
4. H -0.058
5. H -0.066
6. Br -0.207

---

[3]
Computed, not measured: the molecule C5H7N, with ωB97M-V with the def2-TZVPD basis set.

The geometry in XYZ format:
```
13
Properties=species:S:1:pos:R:3
C -0.2071 0.1475 -1.3757
C 0.2379 0.9440 -0.1038
C -1.1391 0.3908 -0.2889
N -0.8564 -0.6767 0.7379
C 0.7774 -1.1594 0.7554
C 0.2696 0.1116 1.2036
H 0.0025 -0.9001 -1.5955
H -0.3076 0.7881 -2.2443
H 0.6796 1.9173 -0.2454
H -2.0635 0.9688 -0.2907
H 1.6646 -0.9977 0.1198
H 0.6831 -2.1516 1.1587
H 0.2591 0.6174 2.1688
```

As for the electronic energy: -6783.186 eV. The calculation puts the LUMO energy at 1.159 eV. As for the charge: 0. The HOMO energy comes out at -9.28 eV. As for the SMILES: C1[C@H]2[C@@H]1N1C[C@@H]21. The value obtained for the energy relative to the best compared isomer or geometry (same formula, charge and spin) is 5.326 eV. The HOMO-LUMO gap comes out at 10.439 eV.

Here are the Mulliken charges for atoms 1 to 6, given in e:
1. C -0.634
2. C -0.582
3. C -0.001
4. N -0.496
5. C -0.556
6. C 0.024

---

[4]
Computed, not measured: a cluster of 5 separate species, C17H35BF3N6O7 in total, with ωB97M-V with the def2-TZVPD basis set.

The geometry in XYZ format:
```
69
Properties=species:S:1:pos:R:3
O 3.3354 1.5188 2.1380
B 1.9266 1.3598 1.8321
O 1.0016 1.8436 2.8561
C 1.3357 0.6748 0.4937
C -0.1627 0.3404 0.1584
N -0.1535 -0.2315 -1.2042
C 1.1809 -0.3066 -1.7393
N 2.0345 0.2383 -0.7081
C 3.4954 0.3238 -1.0239
O 4.1035 1.5933 -0.6974
C 3.6253 2.6436 -1.5160
F 3.6522 2.3771 -2.9033
F 4.4947 3.7561 -1.2762
F 2.3230 3.1031 -1.1834
H 3.5896 2.4589 1.9394
H 1.0425 1.1664 3.5828
H -1.0750 0.5367 0.8298
H -1.0229 -0.5201 -1.6993
H 1.5106 -0.6964 -2.7713
H 3.7158 0.0321 -2.1223
H 4.0080 -0.5030 -0.3970
C -1.7142 -4.5502 1.0031
C -1.8016 -3.0551 1.1374
O -1.8262 -2.3078 0.1598
N -1.8543 -2.5380 2.3932
C -1.8372 -3.2579 3.6503
H -1.6792 -4.8231 -0.0520
H -0.8050 -4.9145 1.4858
H -2.5952 -5.0156 1.4551
H -1.9123 -1.5299 2.4143
H -2.7527 -3.0196 4.1943
H -0.9750 -2.9181 4.2284
H -1.7740 -4.3342 3.5080
C -6.0523 -5.8320 1.7837
C -4.7832 -6.3971 2.3644
O -3.8567 -5.6811 2.7343
N -4.6846 -7.7482 2.4722
C -5.6656 -8.7431 2.0919
H -5.9917 -4.7441 1.7580
H -6.1890 -6.1958 0.7635
H -6.9043 -6.1172 2.4036
H -3.8090 -8.0597 2.8692
H -5.9260 -9.3245 2.9786
H -5.2147 -9.4028 1.3480
H -6.5667 -8.2966 1.6775
C -1.7222 6.6685 3.1309
C -1.4026 5.2123 3.3466
O -2.2405 4.4106 3.7360
N -0.1295 4.7984 3.0923
C 0.9865 5.5944 2.6296
H -2.7686 6.8539 3.3719
H -1.1015 7.2864 3.7829
H -1.5545 6.9356 2.0856
H 0.0156 3.8113 3.2576
H 1.3363 5.1778 1.6816
H 1.7868 5.5270 3.3699
H 0.7172 6.6384 2.4855
C 3.9208 3.5365 -8.2637
C 3.2914 2.6156 -7.2517
O 2.3579 1.8771 -7.5323
N 3.7973 2.6237 -5.9861
C 4.8891 3.4210 -5.4689
H 3.4185 3.4241 -9.2241
H 3.8181 4.5735 -7.9379
H 4.9751 3.2836 -8.3920
H 3.3291 1.9838 -5.3611
H 5.6601 2.7437 -5.0950
H 4.5091 4.0265 -4.6438
H 5.3200 4.0734 -6.2250
```

As for the electronic energy: -50293.814 eV. The calculation puts the LUMO energy at -4.145 eV. As for the charge: +1. The HOMO energy comes out at -11.19 eV. The HOMO-LUMO gap comes out at 7.043 eV.

Here are the Mulliken charges for atoms 1 to 6, given in e:
1. O -0.480
2. B 0.649
3. O -0.700
4. C 0.255
5. C -0.627
6. N 0.014

---

[5]
Computed, not measured: a structure of composition C24H27NOSiSn, with ωB97M-V with the def2-TZVPD basis set.

The geometry in XYZ format:
```
55
Properties=species:S:1:pos:R:3
C -0.3874 -2.8747 -0.1870
C 0.5643 -2.6497 -1.2084
C 1.8651 -2.7072 -0.6457
H 0.3433 -2.5296 -2.2700
C 1.7383 -2.9716 0.7592
C 0.3138 -3.0636 1.0502
H -0.1086 -3.4547 1.9767
H -1.4542 -3.0108 -0.3182
H 2.7994 -2.6404 -1.1990
H 2.5359 -3.2426 1.4515
Sn 0.8638 -0.6611 1.1178
C 1.0242 3.7628 -1.0488
H 1.9687 3.2183 -0.8140
H 1.4140 4.5463 -1.7265
H 0.1782 3.4510 -1.8196
Si 0.2817 1.9608 -1.1309
C -1.5324 1.7021 -1.3541
C -1.9942 0.4614 -1.8300
H -1.2900 -0.3725 -1.9446
C -3.3423 0.3066 -2.1662
H -3.6866 -0.6543 -2.5529
C -4.2296 1.3760 -1.9853
H -5.2799 1.2531 -2.2449
C -3.7889 2.5801 -1.4172
H -4.4943 3.3898 -1.2184
C -2.4399 2.7412 -1.0868
H -2.0759 3.6601 -0.6176
C 1.2853 1.0538 -2.3998
C 0.8399 0.9856 -3.7305
H -0.1562 1.3543 -3.9870
C 1.6800 0.4642 -4.7238
H 1.3238 0.3959 -5.7482
C 2.9510 -0.0133 -4.3853
H 3.6069 -0.4179 -5.1523
C 3.3746 0.0038 -3.0488
H 4.3292 -0.4360 -2.7649
C 2.5481 0.5439 -2.0609
H 2.8791 0.5666 -1.0165
H 0.5328 1.6370 0.3198
H 0.5602 4.1910 -0.1418
O -1.4662 -0.7554 1.6562
C -1.8610 -0.4657 3.0160
C -0.7071 -0.7363 3.9323
C -0.9118 -0.8632 5.3054
C 0.1577 -1.1781 6.1304
C 1.4100 -1.3922 5.5480
C 1.5497 -1.2547 4.1700
N 0.5150 -0.8822 3.3809
H -2.2399 -0.7252 1.0627
H -2.1860 0.5866 3.0884
H -2.6884 -1.1311 3.3004
H -1.9290 -0.7297 5.6740
H 0.0376 -1.2583 7.2089
H 2.2869 -1.6481 6.1332
H 2.4913 -1.4722 3.6639
```

As for the electronic energy: -42565.208 eV. The calculation puts the LUMO energy (spin up / spin down) at -0.031 / 0.088 eV. As for the charge: 0. The HOMO energy (spin up / spin down) comes out at -4.11 / -4.19 eV. The value obtained for the energy relative to the best compared isomer or geometry (same formula, charge and spin) is 3.298 eV. The HOMO-LUMO gap (spin up / spin down) comes out at 4.080 / 4.279 eV.

Here are the Mulliken charges for atoms 1 to 6, given in e:
1. C -0.733
2. C -0.380
3. C -0.605
4. H 0.474
5. C -0.739
6. C -0.549

---

[6]
Computed, not measured: a cluster of 8 separate species, C42H84N2O13 in total, with ωB97M-V with the def2-TZVPD basis set.

The geometry in XYZ format:
```
141
Properties=species:S:1:pos:R:3
C 1.7619 -4.7234 1.8342
C 3.0137 -3.7506 1.9094
O 4.1303 -4.1370 1.6013
N 2.7215 -2.4017 2.3184
C 3.8112 -1.4546 1.9781
C 3.5145 -0.0743 2.7104
C 3.3684 1.0963 1.6183
C 1.8864 1.0055 1.0708
C 1.7252 1.3542 -0.4529
O 1.9868 2.7765 -0.7112
C 1.0815 3.0562 -1.7526
O 0.9335 4.1658 -2.1683
O 0.3794 1.9293 -2.2758
C 0.3426 1.0339 -1.1532
C -0.9349 1.1501 -0.1763
O -0.9909 -0.0790 0.5630
C -2.2553 -0.3242 1.1217
C -2.8736 -1.6290 0.7318
C -4.1685 -2.0931 1.2383
C -4.7531 -3.4907 0.8351
C -4.9210 -1.2352 2.1768
C -4.3305 0.0667 2.5812
C -2.9876 0.5511 2.0664
C -2.3553 1.9314 2.5475
C -1.0077 1.5920 3.3284
C -3.2704 2.7653 3.5316
N 0.4610 -0.4360 -1.3852
C 0.5349 -0.6966 -2.6075
O 0.3148 -1.1182 -3.6702
H 2.0863 -5.7821 1.6737
H 1.1136 -4.3170 1.0045
H 1.1938 -4.5525 2.7909
H 2.4567 -2.3498 3.3070
H 4.8377 -1.8139 2.2787
H 3.7448 -1.2685 0.8670
H 4.3042 0.2174 3.4446
H 2.5404 -0.1671 3.2882
H 3.5012 2.0618 2.1811
H 4.1356 0.9202 0.8175
H 1.2192 1.6981 1.6549
H 1.4653 -0.0343 1.2377
H 2.5978 0.8388 -0.9436
H -0.6442 1.9544 0.5695
H -1.8748 1.4098 -0.7298
H -2.3120 -2.3122 0.0372
H -4.7955 -4.1020 1.7899
H -4.1064 -3.9903 0.0651
H -5.8099 -3.4055 0.4621
H -5.9072 -1.5466 2.6219
H -4.9593 0.6522 3.3386
H -2.2155 2.5706 1.6321
H -0.1319 2.2332 3.0478
H -0.7399 0.5045 3.1489
H -1.2556 1.6409 4.4332
H -2.8546 3.8216 3.5292
H -4.3180 2.8100 3.1028
H -3.2640 2.3856 4.5872
C 7.2977 -2.2230 5.8137
C 6.8424 -1.6205 4.4939
C 7.9341 -0.7659 3.8694
O 5.6785 -0.8213 4.7118
H 7.5410 -1.4381 6.5366
H 6.5002 -2.8249 6.2556
H 8.1778 -2.8553 5.6765
H 6.5613 -2.4196 3.8033
H 8.1990 0.0685 4.5263
H 7.5895 -0.3312 2.9280
H 8.8332 -1.3543 3.6740
H 5.9155 -0.1110 5.3220
C 3.3801 6.3281 -1.7739
C 3.5870 6.6743 -0.3084
C 2.6064 7.7425 0.1507
O 4.9224 7.1392 -0.1114
H 3.5435 7.2052 -2.4088
H 4.0972 5.5681 -2.0932
H 2.3722 5.9528 -1.9511
H 3.4641 5.7762 0.3017
H 2.7437 8.6674 -0.4181
H 2.7727 7.9893 1.2020
H 1.5733 7.4086 0.0290
H 5.0418 7.9334 -0.6466
C 1.0733 -2.5222 -8.6884
C 1.0083 -3.3422 -7.4090
C 1.4602 -2.5277 -6.2071
O 1.8381 -4.4955 -7.5412
H 2.0980 -2.1964 -8.8918
H 0.7567 -3.1219 -9.5452
H 0.4329 -1.6392 -8.6240
H -0.0135 -3.6950 -7.2502
H 2.4988 -2.2020 -6.3254
H 1.4193 -3.1307 -5.2979
H 0.8326 -1.6461 -6.0693
H 2.7443 -4.1946 -7.6818
C -3.4152 -2.6873 -8.9229
C -3.8187 -2.0680 -10.2521
C -2.7057 -1.2000 -10.8187
O -4.9922 -1.2774 -10.0710
H -3.2052 -1.9127 -8.1785
H -4.2272 -3.2983 -8.5223
H -2.5271 -3.3145 -9.0327
H -4.0674 -2.8577 -10.9646
H -2.4709 -0.3736 -10.1406
H -3.0130 -0.7531 -11.7668
H -1.7966 -1.7827 -10.9851
H -4.7833 -0.5756 -9.4422
C -2.8156 3.9889 -2.6444
C -3.3211 4.2234 -1.2292
C -3.7590 5.6656 -1.0296
O -2.2867 3.9065 -0.2963
H -1.9460 4.6182 -2.8567
H -2.4941 2.9521 -2.7708
H -3.5917 4.2062 -3.3816
H -4.1593 3.5531 -1.0225
H -2.9214 6.3519 -1.1873
H -4.1089 5.8221 -0.0064
H -4.5631 5.9330 -1.7187
H -1.5388 4.4942 -0.4700
C 5.2318 -6.5303 5.5984
C 3.7224 -6.4063 5.4611
C 3.2098 -7.1857 4.2609
O 3.3700 -5.0300 5.3194
H 5.7372 -6.1265 4.7156
H 5.5870 -5.9564 6.4576
H 5.5328 -7.5727 5.7259
H 3.2399 -6.7725 6.3703
H 3.6475 -6.8026 3.3338
H 2.1264 -7.0780 4.1686
H 3.4496 -8.2482 4.3463
H 3.7939 -4.6978 4.5166
C -8.3273 1.3862 2.4481
C -8.1446 1.7120 3.9227
C -9.1255 2.7809 4.3782
O -6.8095 2.1640 4.1477
H -8.1466 2.2702 1.8288
H -7.6096 0.6255 2.1313
H -9.3365 1.0199 2.2465
H -8.2843 0.8072 4.5189
H -8.9718 3.7120 3.8239
H -8.9761 3.0130 5.4351
H -10.1585 2.4563 4.2344
H -6.6796 2.9633 3.6217
```

As for the electronic energy: -74510.699 eV. The calculation puts the LUMO energy at 0.386 eV. As for the charge: 0. The HOMO energy comes out at -8.45 eV. As for the SMILES: CC(=O)NCCCC[C@@H]1OC(=O)O[C@@]1(COc1cc(C)ccc1C(C)C)N=C=O.CC(C)O.CC(C)O.CC(C)O.CC(C)O.CC(C)O.CC(C)O.CC(C)O. The HOMO-LUMO gap comes out at 8.839 eV.

Here are the Mulliken charges for atoms 1 to 6, given in e:
1. C -0.995
2. C 0.415
3. O -0.572
4. N -0.129
5. C -0.447
6. C -0.358

---

[7]
Computed, not measured: a cluster of 2 separate species, C2H7S in total, with ωB97M-V with the def2-TZVPD basis set.

The geometry in XYZ format:
```
10
Properties=species:S:1:pos:R:3
C 0.2864 2.6100 0.4477
S 0.1575 0.8344 0.1116
H -0.5195 2.9070 1.1266
H 1.2372 2.8968 0.9074
H 0.1568 3.1972 -0.4690
C -0.2586 -2.5005 -0.4279
H -0.6155 -3.2245 0.3064
H 0.6560 -2.0234 -0.0858
H -0.9911 -1.7020 -0.5292
H -0.1093 -2.9950 -1.3880
```

As for the electronic energy: -13023.201 eV. The calculation puts the LUMO energy at 4.498 eV. As for the charge: -1. The HOMO energy comes out at -2.01 eV. The value obtained for the energy relative to the best compared isomer or geometry (same formula, charge and spin) is 0.417 eV. The HOMO-LUMO gap comes out at 6.510 eV.

Here are the Mulliken charges for atoms 1 to 6, given in e:
1. C -0.785
2. S -0.713
3. H 0.173
4. H 0.193
5. H 0.178
6. C -0.924

---

[8]
Computed, not measured: a structure of composition C4H3CuO, with ωB97M-V with the def2-TZVPD basis set.

The geometry in XYZ format:
```
9
Properties=species:S:1:pos:R:3
C -2.5573 0.0052 -0.1080
C -1.2467 -0.1555 -0.0466
C 0.0111 -0.3779 0.0657
C 1.3416 -0.4392 0.2618
H -3.2138 -0.8664 -0.1349
H -3.0100 0.9955 -0.0422
H 2.0328 -1.1351 -0.3242
O 2.0611 0.6526 0.0550
Cu 0.6407 1.9077 0.1447
```

As for the electronic energy: -50870.932 eV. As for the spin multiplicity: 2. The calculation puts the LUMO energy (spin up / spin down) at -5.456 / -7.338 eV. As for the charge: +1. The HOMO energy (spin up / spin down) comes out at -14.40 / -14.61 eV. Its expectation value of S² is 0.8105. The value obtained for the energy relative to the best compared isomer or geometry (same formula, charge and spin) is 1.074 eV. The HOMO-LUMO gap (spin up / spin down) comes out at 8.945 / 7.275 eV.

Here are the Mulliken charges for atoms 1 to 6, given in e:
1. C -0.885
2. C 0.531
3. C 0.352
4. C -0.048
5. H 0.284
6. H 0.244